{
  "formula": "C6H12N",
  "method": "ωB97M-V/def2-TZVPD",
  "total_charge": 1,
  "homo_energy_ev": -13.593,
  "homo_lumo_gap_ev": 7.703,
  "elements": ["C", "C", "C", "C", "C", "C", "N", "H", "H", "H", "H", "H", "H", "H", "H", "H", "H", "H", "H"],
  "xyz": [[0.3385, -1.1363, 1.2308], [-0.9278, -0.3959, 0.3465], [-0.3693, 0.4830, -0.6475], [-0.3327, 0.2750, -2.1368], [-0.2341, 2.2195, 0.7532], [0.5537, 1.4533, -0.1312], [0.9186, -2.2859, 0.6795], [-0.2897, -1.5626, 2.0004], [0.9603, -0.3115, 1.5770], [-1.5199, -0.0188, 1.2014], [-1.6287, -1.1161, -0.1683], [0.2017, 1.1340, -2.5231], [-1.2673, -0.0123, -2.5752], [-1.2227, 2.5709, 0.3150], [0.2063, 2.9472, 1.4580], [1.6346, 1.5286, -0.1959], [1.6325, -2.0616, 0.0145], [0.4168, -0.5033, -2.2651], [0.9291, -3.2071, 1.0668]],
  "forces_ev_per_a": [[-1.590, -1.859, 0.365], [-1.665, -1.102, -1.484], [1.794, -1.090, -1.472], [0.717, 0.232, 1.800], [1.916, 1.916, -2.049], [-3.002, 1.723, 3.552], [0.574, 2.071, -1.443], [-0.001, 0.592, 0.780], [0.078, -0.139, -0.173], [0.679, 0.668, -0.437], [0.970, 0.218, 0.687], [-0.617, 0.288, -0.656], [-0.334, -0.062, -0.385], [0.482, -1.426, 1.541], [-0.035, -0.278, -0.621], [-0.123, -0.332, -0.124], [0.468, -0.693, -0.128], [0.014, -0.767, -0.117], [-0.326, 0.039, 0.364]]
}

{
  "formula": "C2H3ClS",
  "method": "ωB97M-V/def2-TZVPD",
  "total_charge": 0,
  "homo_energy_ev": [-9.134, -9.140],
  "homo_lumo_gap_ev": [6.960, 6.968],
  "elements": ["C", "C", "S", "Cl", "H", "H", "H"],
  "xyz": [[1.0369, -0.0334, -0.6028], [-0.1534, -0.4048, -0.1430], [-2.8595, 0.3797, -0.1298], [-0.5770, -1.7851, 0.6217], [1.7833, -0.7028, -0.4604], [1.3285, 0.8777, -1.2291], [-2.8748, -0.0836, 1.1134]],
  "forces_ev_per_a": [[-2.996, 3.347, -1.426], [-0.853, 1.428, -0.738], [2.338, 0.061, -0.743], [0.046, -1.325, 0.748], [2.298, -2.097, 0.589], [-0.985, -1.287, 1.216], [0.152, -0.127, 0.354]]
}

Electronic energy (Eh)
-290.1666; -936.2156
Relative energy (zero: lowest compared OMol25 entry of this formula, charge and spin) (kJ/mol)
407.8; 370.6